# C5H10NPS3

A cluster of 2 separate species, C5H10NPS3 in total (wB97M-V/def2-TZVPD, the Open Molecules 2025 dataset).

Structure (XYZ):
```
20
Properties=species:S:1:pos:R:3
C -1.52046 1.44682 1.35357
C 1.21766 -2.01509 -1.87032
C 2.15805 -1.42179 -0.91724
C -0.09117 1.02632 1.70151
C -2.06127 0.59095 0.18864
N 0.89922 -0.83955 -1.17196
P -0.50149 -1.74625 1.13028
S -0.37716 -3.65607 1.53168
S 0.21977 -0.49588 2.69409
S -2.52574 -1.09745 0.69014
H -2.07167 1.30508 2.27779
H -1.51834 2.42053 0.80414
H 1.41246 -1.83073 -2.87572
H 0.72284 -2.79952 -1.46984
H 2.08294 -1.95107 0.03920
H 3.02575 -0.86850 -1.37677
H 0.54956 0.86805 0.75011
H 0.42548 1.70274 2.20994
H -3.08346 1.13151 -0.18625
H -1.22090 0.62764 -0.61116
```

Charge: 0
Orbital gap (spin up / spin down), eV: 6.1 / 6.1
Highest occupied orbital energy (spin up / spin down), eV: -8.1 / -8.1

Atom charges from the Löwdin analysis, given in e for atoms 1 to 6:
1 C -0.33
2 C -0.24
3 C -0.25
4 C -0.57
5 C -0.61
6 N -0.02

# C6H9N2O6

A cluster of 2 separate species, C6H9N2O6 in total (wB97M-V/def2-TZVPD, the Open Molecules 2025 dataset).

Structure (XYZ):
```
23
Properties=species:S:1:pos:R:3
N 1.93005 -1.11743 0.64998
C 2.89292 -0.20230 0.01955
O 3.64329 -0.58342 -0.87091
C 3.00854 1.28778 0.51369
C 1.75599 1.82061 1.33229
O 0.89478 2.71184 0.56954
C -0.08916 2.00238 -0.10645
O 0.06281 1.46444 -1.17144
O -1.40236 1.94100 0.46222
N -1.40190 0.81854 1.30938
C -2.39450 0.07445 0.93991
O -2.96447 -0.89184 0.63913
H 1.58134 -1.70758 -0.12305
H 2.51254 -1.70081 1.27309
H 3.89437 1.32303 1.23197
H 3.22413 2.03406 -0.29934
H 1.17140 1.00037 1.85475
H 2.17690 2.46076 2.17501
C -4.10391 -2.58371 -2.09279
O -4.26909 -3.82438 -2.55324
H -5.00927 -1.92629 -2.06151
H -3.72927 -2.47522 -1.04768
H -3.38515 -1.92626 -2.64411
```

Charge: -1
Relative energy (zero: lowest compared OMol25 entry of this formula, charge and spin), kcal/mol: 105.5
Orbital gap, eV: 3.9
Highest occupied orbital energy, eV: -1.7

Atom charges from the Löwdin analysis, given in e for atoms 1 to 6:
1 N 0.09
2 C -0.44
3 O 0.06
4 C -0.07
5 C -0.17
6 O -0.01

# C22H19BN6OS7SbTm

A structure of composition C22H19BN6OS7SbTm (wB97M-V/def2-TZVPD, the Open Molecules 2025 dataset).

Structure (XYZ):
```
58
Properties=species:S:1:pos:R:3
Tm 0.62100 -0.34118 -0.26732
C 1.62514 1.80232 -4.24363
C 1.95036 0.91723 -3.21118
N 1.26361 1.19909 -2.10866
N 0.47825 2.26160 -2.40988
C 0.68066 2.63598 -3.67904
B -0.50271 2.89703 -1.38788
N 0.21410 3.12077 -0.05761
C 0.31652 4.25606 0.65570
C 0.98467 3.96879 1.82573
C 1.25510 2.59236 1.74371
N 0.79027 2.09156 0.60972
N -1.72011 1.95584 -1.19468
C -3.02168 2.19008 -1.41220
C -3.72966 1.04068 -1.11293
C -2.74483 0.13007 -0.71032
N -1.54714 0.69270 -0.76070
H 2.01621 1.82359 -5.24566
H 2.64587 0.09340 -3.21229
H 0.13906 3.47465 -4.08423
H -0.89796 3.95388 -1.83116
H -0.09163 5.17676 0.27256
H 1.24022 4.64412 2.62392
H 1.75237 1.93090 2.43635
H -3.34649 3.15755 -1.75764
H -4.79221 0.88356 -1.17593
H -2.83128 -0.89529 -0.38705
S 4.43775 -1.77922 4.74723
Sb 2.72770 -2.88908 3.65683
S 1.90483 -0.73008 1.90574
S -0.21342 -1.01246 2.04543
S 3.60379 -4.39992 2.13296
O 0.01419 -1.83632 -1.52989
C 0.68694 -2.89278 -2.11634
C 0.27377 -2.93977 -3.58824
C 0.62019 -3.78517 -4.60322
C 0.00734 -3.44709 -5.84239
C -0.79176 -2.34586 -5.73299
S -0.80354 -1.72712 -4.14789
C 0.35800 -4.18143 -1.37350
C -0.02444 -4.24114 -0.07073
C -0.11385 -5.57987 0.41780
C 0.18975 -6.50373 -0.52867
S 0.64468 -5.75945 -2.00405
C 2.20310 -2.65426 -1.98836
C 2.89580 -2.62343 -0.81398
C 4.29197 -2.38812 -1.00042
C 4.62593 -2.28171 -2.31318
S 3.25952 -2.46491 -3.33392
H 1.30174 -4.61593 -4.48117
H 0.15802 -3.99740 -6.76111
H -1.37085 -1.87575 -6.51162
H -0.20753 -3.36266 0.53628
H -0.36364 -5.82209 1.44072
H 0.21648 -7.57698 -0.43104
H 2.49248 -2.90362 0.15368
H 4.98471 -2.34908 -0.17151
H 5.60280 -2.11795 -2.74046
```

Charge: -2
⟨S²⟩: 2.00
2S+1: 3
Orbital gap, eV: 4.6
Highest occupied orbital energy, eV: -0.9

Atom charges from the Löwdin analysis, given in e for atoms 1 to 6:
1 Tm 0.82
2 C -0.06
3 C -0.14
4 N -0.02
5 N -0.03
6 C -0.09

# C102H201N15O15

A cluster of 18 separate species, C102H201N15O15 in total (wB97M-V/def2-TZVPD, the Open Molecules 2025 dataset).

Structure (XYZ):
```
333
Properties=species:S:1:pos:R:3
C -0.62832 0.59093 -5.75036
C 0.38303 1.69185 -5.45144
C 1.46946 1.04523 -4.52079
C 2.36374 0.15711 -5.24909
C 3.06849 0.89552 -6.36329
C 2.11073 1.41778 -7.35189
N 1.11348 2.23128 -6.63516
O 0.14142 2.76888 -7.53172
C 2.80213 2.34110 -8.27468
C 1.49956 0.23187 -8.14577
C -0.22036 2.91707 -4.78681
H -1.34240 0.88636 -6.55003
H -1.14926 0.44880 -4.79733
H -0.16858 -0.37164 -6.00252
H 2.09113 1.82917 -3.99631
H 0.81541 0.54001 -3.76265
H 1.85345 -0.68629 -5.69868
H 3.13507 -0.24139 -4.54004
H 3.76172 0.32797 -6.95599
H 3.66563 1.72607 -5.96630
H 3.53031 1.92738 -8.96103
H 2.05303 2.80564 -8.89842
H 3.24726 3.19280 -7.74933
H 0.42086 0.33409 -8.40795
H 2.04858 0.14537 -9.09632
H 1.77363 -0.67038 -7.69518
H 0.54583 3.64174 -4.54011
H -0.78358 2.61161 -3.90835
H -0.94577 3.43703 -5.39067
H 0.44809 3.66212 -7.49617
C 7.10791 5.31830 -3.62453
C 7.45496 3.79795 -3.75545
C 8.59594 3.54846 -2.86997
C 8.79794 2.12475 -2.42871
C 7.50343 1.56461 -1.84606
C 6.30750 1.69084 -2.85232
N 6.25221 3.10524 -3.17334
O 5.23591 3.34534 -4.11822
C 6.38342 0.69361 -4.05328
C 5.03415 1.30978 -1.98453
C 7.90010 3.48585 -5.18520
H 8.15630 5.69883 -3.46245
H 6.72040 5.59667 -2.62205
H 6.57077 5.87102 -4.44933
H 9.48619 3.96401 -3.36495
H 8.34985 4.14689 -1.96818
H 9.59834 2.07546 -1.67616
H 9.08126 1.48189 -3.22547
H 7.18049 2.03752 -0.92928
H 7.69359 0.51863 -1.50276
H 6.10170 -0.32347 -3.72913
H 5.63222 1.07258 -4.74683
H 7.42925 0.63760 -4.41847
H 4.30349 1.24111 -2.76250
H 5.10438 0.32057 -1.44651
H 4.70738 2.12604 -1.24754
H 8.41486 2.55879 -5.16216
H 8.52436 4.29768 -5.60070
H 7.08516 3.37858 -5.88033
H 5.32318 2.73210 -4.85959
C 2.66397 -2.29305 7.44361
C 3.59869 -1.22002 6.90958
C 4.86274 -1.89497 6.33617
C 4.67511 -2.74446 5.03446
C 4.10433 -1.81327 3.97739
C 2.89263 -0.96683 4.45689
N 3.05905 -0.45277 5.82637
O 1.82721 0.21105 6.20456
C 2.76197 0.26035 3.52570
C 1.58325 -1.74513 4.35900
C 3.95019 -0.18971 7.97790
H 2.28721 -2.93733 6.66016
H 1.76545 -1.93867 7.94857
H 3.22222 -2.94566 8.16615
H 5.51356 -1.05660 6.09035
H 5.28957 -2.46819 7.20556
H 4.03299 -3.58463 5.23174
H 5.59515 -3.21352 4.70332
H 3.83906 -2.36161 3.10290
H 4.85257 -1.04550 3.65496
H 3.50339 0.94082 3.94622
H 3.00878 0.11963 2.48438
H 1.75909 0.72807 3.63633
H 1.77590 -2.84721 4.53957
H 0.82763 -1.37140 5.06330
H 1.13893 -1.80079 3.34845
H 4.54929 0.58588 7.48725
H 4.36024 -0.61634 8.87014
H 3.02467 0.17839 8.36276
H 1.84710 1.12528 5.79396
C -1.94695 -0.65164 2.03108
C -1.76315 -1.20270 0.66325
C -2.75550 -0.42478 -0.29205
C -2.37079 1.10879 -0.60185
C -0.92304 1.08718 -1.18660
C 0.02421 0.37531 -0.25245
N -0.46841 -0.96530 0.06988
O 0.51538 -1.40119 1.02354
C 1.34816 0.29785 -0.97535
C 0.27871 1.32187 1.02972
C -1.95355 -2.71454 0.67501
H -1.12283 -1.01530 2.68411
H -2.84826 -1.08065 2.42930
H -2.16496 0.42218 2.06929
H -2.75632 -0.89794 -1.26121
H -3.75240 -0.52612 0.07886
H -2.43769 1.66286 0.33576
H -3.07424 1.34721 -1.41065
H -0.56641 2.12050 -1.28022
H -0.91261 0.56123 -2.18884
H 2.18502 -0.00643 -0.39371
H 1.29928 -0.59283 -1.61881
H 1.69905 1.18864 -1.45848
H -0.36345 2.21939 1.11425
H 0.06457 0.75343 1.89847
H 1.28478 1.67384 1.08237
H -2.97842 -2.92560 0.86358
H -1.31703 -3.17346 1.45511
H -1.59497 -3.14588 -0.27667
H 0.65791 -2.35370 0.81309
C -3.13739 4.40570 -0.92954
C -3.38530 5.80872 -0.44824
C -4.69641 5.90383 0.28768
C -4.53432 5.37402 1.71854
C -3.56926 6.22577 2.48573
C -2.15463 6.07242 1.88660
N -2.28150 6.43277 0.40818
O -0.99285 6.32491 -0.22095
C -1.26678 7.17229 2.51295
C -1.48571 4.67711 2.15241
C -3.36200 6.64824 -1.73744
H -3.39496 3.68155 -0.09707
H -2.10121 4.20931 -1.27341
H -3.83346 4.34765 -1.75560
H -4.97607 7.00894 0.35623
H -5.49797 5.31840 -0.18895
H -4.26586 4.31252 1.72264
H -5.51079 5.38035 2.23347
H -3.56204 6.06959 3.55007
H -3.83530 7.30649 2.22638
H -1.16649 6.88851 3.56694
H -0.26256 7.09901 2.03479
H -1.63080 8.17333 2.48324
H -1.11948 4.51168 3.16801
H -2.16450 3.88412 1.83833
H -0.56737 4.60291 1.56769
H -2.60538 6.43824 -2.47095
H -3.20775 7.72947 -1.52019
H -4.33806 6.48458 -2.24432
H -0.78881 5.38727 -0.31103
C -7.50529 2.43195 -5.67014
C -6.05075 1.94043 -5.66912
C -5.41420 2.35587 -4.34782
C -4.00589 1.71874 -4.13543
C -4.08811 0.19039 -4.27977
C -4.70703 -0.23318 -5.62627
N -5.98111 0.43344 -5.71519
O -6.55032 0.12096 -7.00896
C -3.69847 -0.13725 -6.80810
C -5.11245 -1.70392 -5.52233
C -5.27818 2.69701 -6.79081
H -7.93598 2.14280 -6.63710
H -7.47914 3.50521 -5.66544
H -8.05246 1.94243 -4.84169
H -5.38154 3.46101 -4.20055
H -6.08737 2.05189 -3.52873
H -3.68695 1.99051 -3.14344
H -3.17127 2.07999 -4.81622
H -4.72467 -0.24698 -3.46653
H -3.11899 -0.26184 -4.07542
H -3.32871 0.81460 -6.95264
H -2.92670 -0.89086 -6.66115
H -4.24542 -0.43216 -7.69608
H -4.30925 -2.32395 -5.18686
H -5.91387 -1.93806 -4.81904
H -5.51420 -2.14702 -6.42808
H -4.22980 2.60201 -6.67973
H -5.52098 3.79214 -6.62787
H -5.63040 2.52345 -7.81004
H -7.45910 -0.20374 -6.78605
C 1.18502 6.62793 -3.83600
C 2.53088 6.58633 -3.10211
C 2.82995 5.12631 -2.74900
C 2.05800 4.74993 -1.56613
N 1.48581 4.40525 -0.62834
H 1.22961 5.91920 -4.68389
H 0.85331 7.57347 -4.21145
H 0.36680 6.18375 -3.21829
H 2.50059 7.17895 -2.17890
H 3.30125 6.91228 -3.83344
H 3.91454 4.97269 -2.57036
H 2.40462 4.49196 -3.50985
C 0.20729 -4.83256 -2.17615
C 0.66518 -3.68255 -3.01483
C -0.31220 -2.51870 -2.93817
C -1.62094 -2.83912 -3.39873
N -2.75617 -2.99650 -3.56804
H 0.51800 -4.64443 -1.18651
H 0.60715 -5.78448 -2.52783
H -0.85537 -4.99371 -2.09132
H 0.74144 -3.97926 -4.10556
H 1.67258 -3.27787 -2.72526
H 0.08552 -1.75872 -3.64296
H -0.35913 -2.11464 -1.86217
C 8.48397 2.74101 4.57852
C 7.38700 2.06598 5.39143
C 6.46406 1.26219 4.42017
C 7.09166 0.17120 3.65859
N 7.65210 -0.71330 3.24984
H 9.14564 2.05391 4.10019
H 9.02746 3.46149 5.21087
H 8.11318 3.33222 3.76862
H 6.73243 2.82098 5.85736
H 7.82093 1.51358 6.23059
H 5.95509 1.92381 3.70437
H 5.60229 0.88918 4.98300
C -1.05488 -6.49673 1.78507
C -1.92215 -7.40113 0.97361
C -2.23268 -8.68179 1.74498
C -1.10207 -9.46085 1.98105
N -0.17257 -10.16311 2.21422
H -0.20362 -7.02980 2.20050
H -1.58958 -6.17381 2.68760
H -0.67359 -5.57116 1.26594
H -1.38802 -7.72063 0.12762
H -2.87301 -6.99789 0.67563
H -2.97648 -9.43541 1.37819
H -2.63018 -8.39755 2.72511
C 4.61259 -3.27461 -2.03888
C 5.55226 -3.62615 -0.84555
C 4.84807 -3.16463 0.44208
C 3.40223 -3.50494 0.50693
N 2.31800 -3.84015 0.38229
H 5.23106 -3.12334 -2.92330
H 4.03016 -2.31247 -1.86133
H 3.86027 -3.98740 -2.32424
H 6.60326 -3.24962 -0.85333
H 5.73354 -4.72273 -0.76886
H 4.92916 -2.10162 0.63108
H 5.21622 -3.69538 1.34906
C 2.22214 -6.70479 4.65067
C 2.00446 -8.15097 4.94065
C 0.91424 -8.46952 6.00188
C -0.37274 -8.05488 5.43351
N -1.36549 -7.72650 4.94384
H 1.36164 -6.22149 4.14500
H 3.11267 -6.60461 3.99346
H 2.40566 -6.17322 5.59805
H 2.99159 -8.44904 5.32188
H 1.88558 -8.75187 4.06146
H 1.08507 -7.96729 6.92087
H 0.91668 -9.54583 6.19908
C -1.15985 1.41663 6.75674
C -1.40812 1.01833 5.34353
C -2.08545 2.21577 4.58585
C -3.36473 2.61820 5.19321
N -4.46064 2.73655 5.56160
H -0.46944 2.30572 6.81075
H -0.74508 0.50428 7.23231
H -2.10491 1.57715 7.28734
H -2.01733 0.01988 5.36388
H -0.46165 0.81618 4.83233
H -2.28393 2.04768 3.57152
H -1.37561 3.06306 4.60366
C -2.75087 -8.05548 -2.67320
C -3.46552 -6.87901 -3.32765
C -4.08774 -5.87466 -2.27895
C -5.22121 -6.41082 -1.59128
N -6.12321 -6.86701 -1.05176
H -1.86634 -7.70104 -2.11287
H -2.52365 -8.74423 -3.41942
H -3.41196 -8.43727 -1.93567
H -4.22985 -7.28269 -4.04659
H -2.70333 -6.35110 -3.94463
H -4.52829 -5.02627 -2.88639
H -3.34261 -5.44322 -1.57908
C -6.70949 1.30661 -0.55995
C -7.31208 0.66420 0.66683
C -6.23746 0.05328 1.57273
C -5.31273 1.11283 1.94187
N -4.51596 1.91423 2.14396
H -7.45578 1.29266 -1.32755
H -5.86548 0.69081 -0.92288
H -6.31182 2.29731 -0.36724
H -7.97497 -0.10624 0.32335
H -7.97850 1.34410 1.25145
H -5.65220 -0.72310 1.00395
H -6.65397 -0.40339 2.46472
C -7.32572 -2.67816 -1.27899
C -6.16522 -3.28016 -0.49180
O -6.71085 -4.22826 0.48413
C -5.82458 -4.87536 1.27567
O -4.61995 -4.80332 1.13625
O -6.56559 -5.63178 2.06110
C -5.94263 -6.74064 2.71326
H -7.38436 -2.94456 -2.31310
H -7.21596 -1.56245 -1.22461
H -8.26257 -2.86613 -0.80297
H -5.63974 -2.55518 0.07303
H -5.50546 -3.83457 -1.18709
H -6.13937 -7.67269 2.17114
H -6.42282 -6.84800 3.69265
H -4.88163 -6.54273 2.73121
C -1.54224 -3.70866 4.85864
C -3.02216 -3.88872 4.87733
O -3.68947 -2.54467 5.01545
C -4.89334 -2.41719 4.37852
O -5.19499 -3.08325 3.40500
O -5.60477 -1.38666 4.81283
C -4.95511 -0.48792 5.74975
H -1.16681 -2.91118 4.16931
H -1.11972 -4.65499 4.54247
H -1.15650 -3.57451 5.86584
H -3.41724 -4.44947 5.76014
H -3.44361 -4.33482 3.94396
H -5.77149 0.19926 6.01291
H -4.09511 -0.03243 5.23425
H -4.60729 -1.08262 6.55701
C 4.37814 4.33112 2.15417
C 3.19666 4.08164 3.08401
O 3.68307 3.86500 4.45721
C 2.76342 3.69739 5.41449
O 1.59316 3.47248 5.19225
O 3.36094 3.60423 6.62772
C 2.41989 3.28953 7.68625
H 4.00520 4.43586 1.18984
H 5.28977 3.61240 2.25380
H 4.79564 5.30917 2.45010
H 2.55095 3.24339 2.85105
H 2.66216 5.05284 3.05766
H 2.56374 2.30177 8.05027
H 1.37855 3.39610 7.38823
H 2.61292 4.03223 8.48636
```

Charge: 0
Orbital gap, eV: 8.4
Highest occupied orbital energy, eV: -8.2

Atom charges from the Löwdin analysis, given in e for atoms 1 to 6:
1 C -0.02
2 C -0.47
3 C -0.15
4 C -0.20
5 C -0.15
6 C -0.55

- What is the charge in the fourth record?
  0

- What is the charge in the first record?
  0

- Which value of charge does entry 3 give?
  -2

- Which of these has the lowest charge?
  C22H19BN6OS7SbTm